Record 1
A structure of composition C4H6CrO5 in a non-equilibrium geometry, computed with ωB97M-V/def2-TZVPD.

Last column: Mulliken spin population.
CARTESIAN COORDINATES (ANGSTROEM)
1 H 1.2196 -1.8076 -0.8611  0.000
2 O -0.1102 -0.2666 -0.4286  0.027
3 O -1.0955 -1.2515 -2.7613  0.000
4 C 0.7871 -0.8942 -1.3061  0.005
5 C 0.0959 -1.2852 -2.5792  0.000
6 H 1.6323 -0.2363 -1.5735  -0.003
7 H 0.7995 -1.6158 -3.3747  0.000
8 O 0.6981 -1.1995 1.5469  0.095
9 C 0.3395 -0.1107 0.8626  -0.098
10 O -0.7889 0.4145 1.5958  0.033
11 Cr -0.5248 -0.9181 2.9686  4.045
12 O 1.3770 0.7415 0.9604  0.896
13 C -1.0245 1.8520 1.2897  0.000
14 H -0.5293 2.2247 0.3846  0.003
15 H -2.0989 1.9317 1.0861  0.005
16 H -0.7768 2.4211 2.1897  -0.008

Values from the calculation:
**<S²>**: 8.7747
**Total charge**: +1
**2S+1**: 6
**Kohn-Sham gap (alpha / beta)**: 6.82 / 6.53 eV
**Highest occupied orbital energy (alpha / beta)**: -12.937 / -12.937 eV
**Relative energy (zero: lowest compared OMol25 entry of this formula, charge and spin)**: 0.0 kJ/mol
**Strongest force on any atom**: 1.67 eV/A



Record 2
An isolated molecule of C9H13NO2 in a non-equilibrium geometry, computed with ωB97M-V/def2-TZVPD.

Last column: Löwdin charge in e.
CARTESIAN COORDINATES (ANGSTROEM)
1 O -1.2145 -2.7364 0.5372  0.088
2 C -0.6096 -1.8065 -0.0314  -0.381
3 C 0.0332 -2.0579 -1.3280  -0.126
4 C 0.7760 -0.9540 -2.0597  -0.195
5 C 1.4754 0.1889 -1.2793  -0.186
6 C 0.6471 1.3238 -0.6310  -0.132
7 C -0.6289 0.7451 0.1224  -0.254
8 C -1.1154 1.8178 1.1321  -0.121
9 C -0.7707 1.0482 2.4029  -0.060
10 C -0.3081 -0.4865 2.0157  -0.322
11 O 0.1450 -1.3458 2.7509  0.098
12 N -0.3654 -0.5922 0.6184  0.050
13 H 0.8611 -2.7129 -0.9583  0.151
14 H -0.4717 -2.7462 -1.9746  0.121
15 H -0.0506 -0.5034 -2.7391  0.128
16 H 1.4765 -1.3999 -2.8814  0.137
17 H 1.9881 -0.2158 -0.4116  0.103
18 H 2.2969 0.7053 -1.8476  0.122
19 H 0.4828 2.1757 -1.1952  0.086
20 H 1.2408 1.7343 0.1343  0.092
21 H -1.3999 0.5468 -0.6962  0.165
22 H -0.7698 2.8024 1.1692  0.093
23 H -2.2270 1.9164 1.0119  0.127
24 H -1.5618 1.1969 3.1560  0.117
25 H 0.0705 1.3560 2.9824  0.097

Values from the calculation:
**Kohn-Sham gap**: 10.41 eV
**Highest occupied orbital energy**: -9.713 eV
**SMILES**: O=C1CCCC[C@@H]2CCC(=O)N12
**Relative energy (zero: lowest compared OMol25 entry of this formula, charge and spin)**: 198.6 kJ/mol
**Strongest force on any atom**: 6.15 eV/A



Record 3
An isolated molecule of C2 in a non-equilibrium geometry, computed with ωB97M-V/def2-TZVPD.

Last column: Löwdin charge in e.
CARTESIAN COORDINATES (ANGSTROEM)
1 C -0.0525 -0.6173 0.2809  0.000
2 C 0.0525 0.6173 -0.2809  0.000

Values from the calculation:
**Kohn-Sham gap**: 6.41 eV
**Highest occupied orbital energy**: -11.160 eV
**Relative energy (zero: lowest compared OMol25 entry of this formula, charge and spin)**: 37.5 kJ/mol
**Strongest force on any atom**: 6.12 eV/A



Record 4
A cluster of 2 separate species, C5H14N2O2 in total in a non-equilibrium geometry, computed with ωB97M-V/def2-TZVPD.

Last column: Löwdin charge in e.
CARTESIAN COORDINATES (ANGSTROEM)
1 C -0.3016 2.7115 -0.1113  -0.117
2 C -0.4364 1.7419 1.0156  -0.200
3 C 0.5077 0.8485 1.3827  -0.269
4 N 1.8484 0.9034 1.0642  0.039
5 H 0.1754 2.2512 -0.9853  0.071
6 H 0.2789 3.5864 0.1955  0.073
7 H -1.2921 3.0521 -0.4290  0.073
8 H -1.4076 1.6912 1.5028  0.095
9 H 0.3102 0.2027 2.2400  0.114
10 H 2.4499 0.6782 1.8552  0.096
11 H 2.1254 1.7754 0.6189  0.088
12 C 0.5291 -2.3643 -0.0297  -0.081
13 N -0.0689 -1.6608 -1.1469  -0.230
14 O 0.8994 -0.8633 -1.8692  -0.044
15 C -1.4114 -1.0271 -1.0215  -0.250
16 O -2.3309 -1.9781 -0.5398  -0.052
17 H -0.2090 -2.9113 0.5632  0.088
18 H 1.0615 -1.6955 0.6489  0.051
19 H 1.2778 -3.0712 -0.4016  0.087
20 H 1.2583 -0.2529 -1.1913  0.065
21 H -1.4406 -0.1579 -0.3683  0.088
22 H -1.7429 -0.6608 -1.9978  0.122
23 H -2.0806 -2.7992 -0.9954  0.096

Values from the calculation:
**Kohn-Sham gap**: 9.12 eV
**Highest occupied orbital energy**: -8.343 eV
**SMILES**: C/C=C\N.CN(O)CO
**Relative energy (zero: lowest compared OMol25 entry of this formula, charge and spin)**: 389.7 kJ/mol
**Strongest force on any atom**: 2.75 eV/A



Number 1 is which compound? C4H6CrO5



What is the strongest force on any atom in the fourth record? 2.75 eV/A



What is the formula in the third record? C2